1.
A 3-piece molecular cluster, C6H9N3 overall. Source: the OMol25 dataset; level of theory: ωB97M-V with the def2-TZVPD basis set.

Output
HOMO energy: -11.65 eV
2S+1: 1
SMILES string: CC#N.CC#N.CC#N
Energy relative to the best compared isomer or geometry (same formula, charge and spin): 13.9 kcal/mol
Calculated total energy: -10837.0261 eV

Each line ends with the Löwdin charge.
Element x y z (Å)
C: 10.084 4.661 3.522  -0.082
C: 10.219 6.043 3.080  -0.264
N: 10.241 7.137 2.657  0.136
H: 9.363 4.627 4.271  0.047
H: 11.066 4.317 3.846  0.086
H: 9.723 4.016 2.730  0.079
C: 3.800 3.902 3.024  -0.091
C: 3.761 5.354 3.004  -0.278
N: 3.643 6.468 2.680  0.129
H: 4.261 3.435 3.885  0.074
H: 4.457 3.520 2.294  0.053
H: 2.738 3.562 2.913  0.103
C: 7.152 7.281 3.218  -0.072
C: 7.149 5.867 2.896  -0.292
N: 7.074 4.739 2.744  0.156
H: 6.124 7.679 3.148  0.077
H: 7.814 7.801 2.482  0.083
H: 7.592 7.460 4.141  0.055

2.
One molecule with the formula C6H9N3. Source: the OMol25 dataset; level of theory: ωB97M-V with the def2-TZVPD basis set.

Output
HOMO energy: -9.26 eV
2S+1: 1
SMILES string: [H]/N=C\N1[C@H]2[C@@H]3N[C@@H]3C[C@H]21
Energy relative to the best compared isomer or geometry (same formula, charge and spin): 61.3 kcal/mol
Calculated total energy: -10834.9676 eV

Each line ends with the Löwdin charge.
Element x y z (Å)
C: -1.827 0.127 -0.415  -0.331
C: 0.195 1.324 0.423  -0.156
C: 0.861 1.032 -0.865  -0.116
C: 1.135 -0.433 -0.870  -0.292
C: 0.779 -1.036 0.341  -0.255
C: 0.096 -0.040 1.255  -0.097
H: -2.445 -1.384 0.476  0.079
H: -1.818 0.827 -1.247  0.122
H: 0.353 2.154 1.010  0.110
H: 0.167 1.122 -1.639  0.077
H: 1.663 1.749 -1.129  0.139
H: 1.152 -0.899 -1.782  0.122
H: 2.474 0.061 0.481  0.082
H: 0.485 -2.137 0.314  0.166
H: 0.270 -0.004 2.343  0.142
N: -2.554 -0.851 -0.419  0.115
N: -1.036 0.604 0.637  -0.012
N: 2.200 -0.800 0.061  0.103

3.
C6H9N3O as an isolated structure. Source: the OMol25 dataset; level of theory: ωB97M-V with the def2-TZVPD basis set.

Output
HOMO energy: -8.83 eV
2S+1: 1
Energy relative to the best compared isomer or geometry (same formula, charge and spin): 67.6 kcal/mol
Calculated total energy: -12883.0128 eV

Each line ends with the Löwdin charge.
Element x y z (Å)
C: -0.689 -2.405 -2.131  -0.025
C: -0.924 -0.960 -1.637  -0.539
C: 0.025 0.791 -0.136  -0.411
C: -0.049 2.849 0.278  -0.082
C: 0.437 2.242 1.391  -0.087
C: 0.842 -0.181 2.106  -0.042
H: -1.083 -3.078 -1.405  0.039
H: 0.578 -2.548 -2.187  0.142
H: -1.178 -2.638 -3.200  0.122
H: 0.666 -1.218 -0.442  0.051
H: -0.229 3.817 0.077  0.053
H: 0.601 2.689 2.539  0.172
H: -0.126 -1.127 2.232  0.186
H: 0.836 0.383 2.994  0.021
H: 1.992 -0.484 1.852  0.131
N: 0.054 -0.578 -0.730  0.160
N: -0.317 1.829 -0.718  0.153
N: 0.370 0.849 1.145  -0.116
O: -1.805 -0.232 -2.028  0.071

4.
A 2-piece molecular cluster, C6H9N3O overall. Source: the OMol25 dataset; level of theory: ωB97M-V with the def2-TZVPD basis set.

Output
HOMO energy: -9.67 eV
2S+1: 1
SMILES string: CN1[C@@H]2[C@H]1[C@@]1(C#N)N[C@@H]21.O
Energy relative to the best compared isomer or geometry (same formula, charge and spin): 98.6 kcal/mol
Calculated total energy: -12881.6694 eV

Each line ends with the Löwdin charge.
Element x y z (Å)
C: 1.059 -1.005 -2.406  -0.068
N: 1.944 -1.667 -1.464  -0.077
C: 3.262 -1.188 -1.145  -0.150
C: 3.341 0.326 -1.006  -0.157
N: 3.603 0.719 0.355  0.117
C: 2.250 0.280 0.042  -0.350
C: 1.153 1.207 0.236  -0.096
N: 0.457 2.150 0.164  0.166
C: 2.156 -1.238 -0.108  -0.132
H: 1.139 0.096 -2.407  0.080
H: 1.296 -1.370 -3.420  0.089
H: 0.018 -1.284 -2.173  0.095
H: 4.121 -1.855 -1.256  0.143
H: 3.457 1.063 -1.802  0.151
H: 4.118 0.010 0.887  0.119
H: 2.009 -1.938 0.718  0.145
O: -1.495 0.583 1.385  -0.142
H: -0.839 0.217 1.994  0.014
H: -1.265 1.564 1.115  0.052

5.
One molecule with the formula C6H9N3O2. Source: the OMol25 dataset; level of theory: ωB97M-V with the def2-TZVPD basis set.

Output
HOMO energy: -9.21 eV
2S+1: 1
SMILES string: CN[C@]1([N+](=O)[O-])CC=CC=N1
Energy relative to the best compared isomer or geometry (same formula, charge and spin): 148.9 kcal/mol
Calculated total energy: -14927.7329 eV

Each line ends with the Löwdin charge.
Element x y z (Å)
C: -1.041 -1.619 -1.552  -0.037
C: -1.579 -1.586 -0.272  -0.049
C: -0.072 -0.652 -1.910  -0.103
C: -1.267 -0.613 0.761  -0.025
C: 0.125 0.343 0.124  -0.427
C: 2.424 0.868 0.709  -0.093
N: 0.541 0.220 -1.162  0.126
N: 1.160 0.276 1.058  -0.028
N: -0.751 1.593 0.234  -0.357
O: -1.113 1.883 1.355  0.031
O: -1.096 2.189 -0.778  0.094
H: -1.430 -2.439 -2.089  0.088
H: -2.050 -2.402 0.189  0.091
H: 0.212 -0.647 -2.964  0.119
H: -2.063 0.156 0.990  0.132
H: -0.973 -1.044 1.649  0.081
H: 3.118 0.573 1.460  0.076
H: 2.725 0.379 -0.231  0.085
H: 2.357 1.882 0.484  0.063
H: 0.773 0.636 1.946  0.133

6.
One molecule with the formula C6H9N3O2S. Source: the OMol25 dataset; level of theory: ωB97M-V with the def2-TZVPD basis set.

Output
HOMO energy (spin up / spin down): -8.97 / -6.85 eV
2S+1: 1
Energy relative to the best compared isomer or geometry (same formula, charge and spin): 111.4 kcal/mol
Calculated total energy: -25764.0767 eV

Each line ends with the Löwdin charge.
Element x y z (Å)
C: -2.621 0.377 0.788  -0.044
C: -1.871 1.701 -0.785  -0.177
C: -1.656 -0.272 0.008  -0.368
C: 0.375 -1.744 -0.486  -0.179
C: -1.086 -1.532 0.133  0.003
C: 1.658 -0.798 -0.792  -0.074
N: -1.235 0.601 -0.975  0.101
N: -2.728 1.625 0.282  0.064
N: 3.164 0.782 0.704  -0.085
O: 1.482 1.868 -0.868  -0.333
O: 0.714 0.729 1.181  -0.306
S: 1.595 0.745 0.041  0.552
H: -3.143 0.052 1.662  0.114
H: -1.755 2.582 -1.381  0.124
H: 0.786 -2.542 0.142  0.092
H: 0.183 -2.210 -1.457  0.092
H: -1.421 -2.257 0.850  0.090
H: 1.912 -0.698 -1.830  0.070
H: -3.291 2.372 0.656  0.151
H: 3.834 1.021 -0.012  0.055
H: 3.201 1.467 1.444  0.058

7.
One molecule with the formula C6H9N3O2S. Source: the OMol25 dataset; level of theory: ωB97M-V with the def2-TZVPD basis set.

Output
HOMO energy: -9.49 eV
2S+1: 1
SMILES string: C#CCN[C@]1(SC)N[C@@H]1[N+](=O)[O-]
Energy relative to the best compared isomer or geometry (same formula, charge and spin): 187.2 kcal/mol
Calculated total energy: -25760.7876 eV

Each line ends with the Löwdin charge.
Element x y z (Å)
C: 3.487 2.211 0.122  0.123
C: 2.672 1.365 -0.120  -0.103
C: -1.937 0.050 -0.258  -0.183
C: -0.581 -0.400 -0.903  -0.664
C: -0.190 -2.387 1.001  -0.366
C: 1.548 0.441 -0.038  -0.277
N: -1.749 -0.137 -1.707  0.117
N: 0.587 0.633 -1.124  0.033
N: -2.014 1.332 0.376  -0.381
O: -2.617 1.279 1.422  0.093
O: -1.584 2.276 -0.227  0.106
S: -0.089 -2.091 -0.781  0.903
H: 4.350 2.756 0.306  0.010
H: -2.434 -0.656 0.393  0.142
H: -0.509 -3.443 1.368  0.087
H: -0.768 -1.447 1.291  0.044
H: 0.834 -2.206 1.215  -0.011
H: 1.208 0.260 0.971  0.123
H: 1.995 -0.417 -0.373  0.060
H: -2.298 -0.914 -1.932  0.079
H: 0.090 1.497 -1.002  0.063

8.
One molecule with the formula C6H9N3S2. Source: the OMol25 dataset; level of theory: ωB97M-V with the def2-TZVPD basis set.

Output
HOMO energy (spin up / spin down): -5.46 / -7.82 eV
2S+1: 3
Energy relative to the best compared isomer or geometry (same formula, charge and spin): 0.0 kcal/mol
Calculated total energy: -32503.9485 eV
<S²>: 2.01

Each line ends with the Löwdin charge.
Element x y z (Å)
C: 1.857 -1.103 0.286  -0.004
C: 2.309 0.128 -0.074  -0.033
C: 0.063 0.328 0.141  -0.409
C: -2.340 0.397 0.008  -1.240
C: -0.563 -1.928 0.632  -0.137
C: 1.255 2.326 -0.491  -0.016
N: -1.023 1.024 0.162  0.022
N: 0.451 -0.940 0.506  -0.056
N: 1.201 0.941 -0.233  -0.060
S: -3.748 0.808 0.800  0.687
S: -2.404 -0.807 -1.280  0.735
H: 2.198 -2.055 0.377  0.081
H: 3.354 0.385 -0.179  0.122
H: -0.126 -2.665 1.348  0.099
H: -1.478 -1.574 1.216  0.103
H: -0.992 -2.437 -0.237  0.026
H: 0.340 2.834 -0.445  0.083
H: 1.855 2.711 0.203  0.061
H: 1.537 2.633 -1.409  0.067
H: -3.747 -1.006 -1.329  -0.128

9.
An isolated ion of composition C6H9N4O3 and charge +1. Source: the OMol25 dataset; level of theory: ωB97M-V with the def2-TZVPD basis set.

Output
HOMO energy (spin up / spin down): -12.48 / -12.48 eV
2S+1: 1
Energy relative to the best compared isomer or geometry (same formula, charge and spin): 199.7 kcal/mol
Calculated total energy: -18455.2918 eV
Total charge: +1

Each line ends with the Löwdin charge.
Element x y z (Å)
C: -1.568 -1.973 -0.757  -0.193
C: -1.347 -0.401 -3.435  -0.558
C: 1.083 1.214 1.347  -0.038
C: 1.900 2.077 2.029  -0.032
C: 0.048 1.729 0.451  0.012
C: 3.125 1.521 2.682  -0.036
N: -0.568 0.988 -0.355  0.107
N: -2.224 -2.110 -1.877  0.056
N: -1.162 0.331 -1.133  0.138
N: -1.624 -3.039 0.020  0.078
O: -1.265 -0.074 -4.561  0.243
O: -2.231 -1.254 -3.018  0.105
O: -0.515 0.093 -2.417  0.081
H: 1.106 0.103 1.338  0.138
H: 1.689 3.100 1.969  0.107
H: -0.120 2.723 0.139  0.151
H: 3.160 1.788 3.758  0.124
H: 3.963 2.028 2.348  0.074
H: 3.317 0.611 2.362  0.034
H: -3.049 -2.717 -1.834  0.175
H: -2.382 -3.779 -0.042  0.139
H: -1.337 -2.961 0.986  0.095

10.
One molecule with the formula C6H9N5. Source: the OMol25 dataset; level of theory: ωB97M-V with the def2-TZVPD basis set.

Output
HOMO energy (spin up / spin down): -6.71 / -7.35 eV
2S+1: 1
Energy relative to the best compared isomer or geometry (same formula, charge and spin): 145.3 kcal/mol
Calculated total energy: -13812.1526 eV

Each line ends with the Löwdin charge.
Element x y z (Å)
C: 2.611 1.718 0.088  -0.144
C: 2.520 -0.392 -0.334  -0.140
C: 1.281 1.497 -0.174  -0.219
C: 0.060 2.180 0.015  -0.091
C: -1.121 1.688 -0.244  -0.135
C: 0.078 -2.543 0.414  -0.118
N: 3.331 0.582 0.041  0.040
N: 1.248 0.149 -0.630  -0.071
N: 0.122 -0.425 -1.120  0.054
N: -2.335 2.091 -0.537  0.054
N: -0.103 -1.768 -0.781  -0.127
H: 2.987 2.611 0.513  0.091
H: 2.835 -1.330 -0.663  0.093
H: 0.212 3.140 0.393  0.095
H: 0.804 -3.364 0.139  0.085
H: 0.389 -1.874 1.222  0.083
H: -0.844 -3.162 0.591  0.083
H: -2.505 2.979 -1.026  0.108
H: -3.198 1.417 -0.454  0.155
H: -0.325 -2.391 -1.532  0.105

11.
One molecule with the formula C6H9NO. Source: the OMol25 dataset; level of theory: ωB97M-V with the def2-TZVPD basis set.

Output
HOMO energy: -9.19 eV
2S+1: 1
SMILES string: O=CN1[C@@H]2CCC[C@@H]21
Energy relative to the best compared isomer or geometry (same formula, charge and spin): 124.8 kcal/mol
Calculated total energy: -9900.1926 eV

Each line ends with the Löwdin charge.
Element x y z (Å)
C: -2.514 -0.428 -0.484  -0.161
C: -0.515 0.823 0.318  -0.284
C: 0.808 1.191 -0.006  -0.231
C: 1.513 0.103 -0.587  -0.253
C: 1.247 -1.092 0.296  -0.046
C: -0.351 -0.655 0.590  -0.180
H: -2.697 -1.309 -1.396  0.190
H: -1.117 1.470 1.178  0.214
H: 1.307 1.942 0.829  0.191
H: 0.915 1.852 -0.845  0.110
H: 2.560 0.167 -0.705  0.117
H: 1.345 -0.128 -1.525  0.076
H: 1.506 -1.966 -0.161  0.058
H: 1.510 -1.064 1.465  0.157
H: -1.044 -1.079 1.327  0.141
N: -1.083 -0.134 -0.456  -0.061
O: -3.388 0.306 0.163  -0.037

12.
One molecule with the formula C6H9NO. Source: the OMol25 dataset; level of theory: ωB97M-V with the def2-TZVPD basis set.

Output
HOMO energy: -8.72 eV
2S+1: 1
SMILES string: OCC1=C[C@@H]2CN2C1
Energy relative to the best compared isomer or geometry (same formula, charge and spin): 109.0 kcal/mol
Calculated total energy: -9900.8789 eV

Each line ends with the Löwdin charge.
Element x y z (Å)
C: -1.918 0.613 0.347  -0.288
C: -0.481 0.245 -0.074  -0.257
C: -0.259 -1.064 -0.240  0.045
C: 1.361 -0.946 -0.250  -0.257
C: 2.141 -0.233 0.850  -0.084
C: 0.630 1.269 -0.351  -0.163
H: -2.784 -0.653 -1.053  0.231
H: -1.870 0.983 1.431  0.137
H: -2.546 1.515 -0.029  0.133
H: -0.709 -2.075 0.017  0.139
H: 1.927 -1.776 -0.692  0.114
H: 1.670 0.141 1.761  0.100
H: 3.267 -0.314 0.859  0.107
H: 0.789 2.111 0.405  0.139
H: 0.378 1.672 -1.428  0.147
N: 1.832 0.436 -0.524  -0.073
O: -2.724 -0.494 0.089  -0.171

13.
One molecule with the formula C6H9NO. Source: the OMol25 dataset; level of theory: ωB97M-V with the def2-TZVPD basis set.

Output
HOMO energy: -9.48 eV
2S+1: 1
SMILES string: C=NC(=C)CCC=O
Energy relative to the best compared isomer or geometry (same formula, charge and spin): 53.0 kcal/mol
Calculated total energy: -9903.3048 eV

Each line ends with the Löwdin charge.
Element x y z (Å)
O: 0.679 0.469 -2.858  0.054
C: 0.653 0.708 -1.682  -0.271
C: -0.549 1.345 -1.032  -0.155
C: -0.680 1.144 0.495  -0.167
C: -0.494 -0.296 0.831  -0.365
C: -1.503 -1.142 1.067  0.083
C: 1.174 -1.591 1.949  -0.046
N: 0.842 -0.622 1.234  0.024
H: 1.524 0.578 -1.029  0.114
H: -1.428 0.978 -1.573  0.119
H: -0.651 2.419 -1.247  0.122
H: -1.622 1.545 0.871  0.113
H: 0.046 1.795 0.990  0.116
H: -2.535 -0.940 0.823  0.070
H: -1.247 -2.100 1.494  0.045
H: 0.501 -2.331 2.409  0.071
H: 2.185 -1.763 2.318  0.071

14.
One molecule with the formula C6H9NO. Source: the OMol25 dataset; level of theory: ωB97M-V with the def2-TZVPD basis set.

Output
HOMO energy: -8.18 eV
2S+1: 1
SMILES string: C=C1CN[C@H]2C[C@]12O
Energy relative to the best compared isomer or geometry (same formula, charge and spin): 117.4 kcal/mol
Calculated total energy: -9900.5147 eV

Each line ends with the Löwdin charge.
Element x y z (Å)
C: 0.305 0.745 0.143  -0.391
C: 0.589 1.391 -1.124  -0.045
C: -0.236 0.186 -1.310  -0.192
C: -0.632 -1.426 0.336  -0.096
C: 0.581 -0.583 0.701  -0.283
C: 1.666 -1.087 1.217  0.064
H: -1.468 0.796 0.680  0.080
H: 1.608 1.429 -1.642  0.150
H: 0.118 2.360 -1.021  0.111
H: 0.520 -0.622 -1.619  0.151
H: -1.814 -0.946 -1.431  0.109
H: -0.290 -2.332 -0.171  0.118
H: -1.296 -1.647 1.186  0.121
H: 2.441 -0.412 1.467  0.052
H: 1.925 -2.161 1.475  0.095
N: -1.340 -0.481 -0.669  -0.060
O: -0.749 1.444 0.748  0.016